[1]
This record from the Open Molecules 2025 dataset describes a cluster of 6 separate species, C78H61B2FNO14PSi in total at a distorted geometry. The level of theory is the ωB97M-V functional and the def2-TZVPD basis.

Properties
Electronic energy   -133274.1992 eV
HOMO   -8.18 eV
LUMO   -0.044 hartree
Spin multiplicity   1
Kohn-Sham gap   7.0 eV
Structure (SMILES)   CCOB(O)[Si@@](CC(=O)F)(B(O)N(C)C)P(C)C.O=C1c2ccccc2C(=O)c2ccccc21.O=C1c2ccccc2C(=O)c2ccccc21.O=C1c2ccccc2C(=O)c2ccccc21.O=C1c2ccccc2C(=O)c2ccccc21.O=C1c2ccccc2C(=O)c2ccccc21

Structure (XYZ):
```
159
Properties=species:S:1:pos:R:3:forces:R:3:mulliken_charge:R:1
C -2.540074 -10.884453 2.265960 -0.24 -0.46 -0.95 -0.988
C -2.867385 -11.331053 0.842155 0.15 -0.03 0.52 -0.271
O -4.262271 -11.092072 0.603074 0.26 0.53 -0.04 -0.610
B -4.494358 -9.990871 -0.191879 -0.35 -0.48 -0.12 0.819
O -4.026117 -10.009595 -1.465460 0.82 0.35 -0.15 -0.532
Si -5.487514 -8.373831 0.453734 -1.05 -0.62 0.63 -0.375
C -6.243449 -8.751461 2.178059 -0.27 0.46 -0.17 -0.284
C -6.230869 -7.623676 3.146723 -0.67 -1.19 -2.67 0.175
O -5.741824 -7.666857 4.184380 2.01 0.10 4.15 -0.498
F -6.804629 -6.496686 2.759796 -0.92 0.93 -0.92 -0.231
B -4.198812 -6.864270 0.410176 0.46 0.90 -0.22 0.637
O -4.231897 -5.791460 1.314796 0.30 -0.65 -0.08 -0.424
N -3.144140 -6.873549 -0.622106 -0.22 0.27 0.54 -0.120
C -2.797541 -5.526481 -1.090225 0.57 -0.29 -0.50 -1.037
C -1.933775 -7.413694 0.055612 -0.52 0.38 -0.62 -1.010
P -7.133264 -8.102663 -1.036205 0.38 0.27 -1.13 0.153
C -8.217827 -6.698833 -0.501284 -0.15 -0.83 0.04 -1.109
C -8.131597 -9.666192 -0.872514 0.36 0.33 0.68 -1.101
H -1.522278 -11.173818 2.500097 0.17 0.03 0.27 0.375
H -2.651406 -9.809029 2.313127 0.04 0.31 0.28 0.147
H -3.252300 -11.354666 2.927189 -0.03 -0.07 0.44 0.330
H -2.663221 -12.381665 0.688649 -0.04 -0.32 0.05 0.414
H -2.221982 -10.782202 0.157879 -0.16 0.04 -0.36 0.245
H -3.856491 -9.115843 -1.803985 -0.36 -0.12 -0.15 0.336
H -7.276844 -9.076041 2.084698 -0.25 0.02 -0.38 0.446
H -5.730924 -9.568552 2.661118 0.31 -0.23 0.11 0.387
H -3.789709 -6.136800 2.106418 -0.35 0.40 0.27 0.201
H -2.448664 -4.864808 -0.299123 -0.18 0.14 0.27 0.228
H -1.959534 -5.628816 -1.776589 0.12 0.00 -0.20 0.391
H -3.591241 -5.061443 -1.659627 -0.38 0.04 0.10 0.373
H -2.157973 -8.353798 0.548419 0.12 -0.20 0.12 0.129
H -1.547922 -6.673799 0.761480 0.06 -0.10 0.35 0.394
H -1.171207 -7.543285 -0.701542 0.25 -0.32 -0.12 0.332
H -8.525899 -6.735209 0.537279 0.11 0.18 0.26 0.326
H -7.722945 -5.772728 -0.757912 0.15 0.24 0.16 0.307
H -9.120623 -6.759571 -1.101740 -0.13 0.01 -0.19 0.428
H -8.995414 -9.528322 -0.229943 -0.26 0.02 -0.04 0.358
H -8.410026 -10.038089 -1.844757 -0.29 0.10 -0.33 0.395
H -7.530683 -10.445249 -0.415482 0.21 -0.14 0.12 0.284
O -1.104053 -0.799031 -0.091542 -0.01 -0.09 0.05 -0.657
C -0.405040 -0.797689 0.902478 -0.09 0.09 -0.25 0.695
C 0.757514 0.121496 1.008846 0.05 -0.02 0.11 -0.263
C 1.025628 1.002404 -0.031167 0.02 0.08 -0.06 -0.619
C 2.081873 1.891834 0.070210 0.04 0.09 0.00 -0.906
C 2.874935 1.904377 1.213004 -0.06 -0.04 -0.05 -0.611
C 2.623074 1.017698 2.246644 0.13 0.10 -0.01 -0.234
C 1.567515 0.119803 2.147911 -0.10 -0.04 -0.07 0.080
C 1.316546 -0.835916 3.257419 0.19 0.01 0.18 0.832
O 2.053630 -0.872765 4.224892 -0.21 -0.19 -0.20 -0.669
C 0.138659 -1.741453 3.161718 -0.04 0.04 -0.10 0.237
C -0.134980 -2.617744 4.204358 -0.06 -0.11 0.10 -0.402
C -1.244577 -3.443834 4.140051 -0.02 0.01 -0.07 -0.767
C -2.086580 -3.395727 3.033367 0.04 -0.08 0.11 -0.529
C -1.810992 -2.533526 1.987197 -0.14 -0.11 -0.03 -0.617
C -0.696918 -1.707721 2.042959 0.09 0.03 0.09 0.141
H 0.405815 0.996398 -0.917739 -0.06 -0.05 0.04 0.666
H 2.287992 2.579854 -0.739413 0.04 -0.03 -0.01 0.605
H 3.692798 2.608984 1.295703 -0.01 0.01 0.00 0.563
H 3.243369 1.026024 3.132868 -0.05 -0.09 0.03 0.427
H 0.518175 -2.650074 5.065783 0.06 0.10 -0.05 0.513
H -1.458150 -4.124174 4.954286 -0.01 0.01 0.00 0.427
H -2.959498 -4.033772 2.986377 -0.02 0.05 -0.01 0.611
H -2.465098 -2.500092 1.126196 0.07 0.06 -0.04 0.474
O 4.054939 3.184001 -2.437789 0.00 0.01 0.05 -0.629
C 5.094276 3.319274 -3.050986 -0.24 -0.04 0.13 0.381
C 6.403509 3.017437 -2.410169 0.07 0.03 -0.11 0.037
C 6.429558 2.554182 -1.100907 0.04 -0.06 0.15 -0.582
C 7.636692 2.234728 -0.504416 0.06 0.00 -0.02 -0.582
C 8.825067 2.375200 -1.214193 -0.07 0.00 0.02 -0.437
C 8.806222 2.850866 -2.514044 0.14 -0.04 0.10 -0.712
C 7.598042 3.178844 -3.115335 -0.15 -0.01 0.02 0.567
C 7.594889 3.705564 -4.508812 0.26 0.04 -0.15 0.541
O 8.635502 3.895940 -5.103109 -0.04 -0.01 0.02 -0.674
C 6.283115 3.986462 -5.156006 -0.08 -0.04 0.12 0.211
C 6.255519 4.443898 -6.466766 -0.03 0.06 -0.17 -0.563
C 5.042619 4.679632 -7.090829 -0.06 -0.02 0.04 -0.590
C 3.850630 4.458633 -6.408007 0.07 0.02 -0.03 -0.411
C 3.872378 4.015221 -5.097325 -0.15 0.03 -0.08 -0.604
C 5.086977 3.782113 -4.464578 0.13 0.01 -0.05 0.084
H 5.504490 2.439868 -0.552327 -0.06 0.01 -0.11 0.671
H 7.654594 1.870145 0.514579 0.00 0.00 -0.01 0.450
H 9.766996 2.113831 -0.749875 -0.01 0.01 0.00 0.393
H 9.729588 2.965079 -3.065279 -0.07 0.06 -0.09 0.476
H 7.182649 4.610998 -6.997791 0.06 -0.05 0.10 0.482
H 5.023130 5.032915 -8.113616 0.00 0.00 0.00 0.394
H 2.903549 4.635361 -6.901133 0.00 0.01 0.01 0.469
H 2.946034 3.846087 -4.564885 0.07 -0.03 0.10 0.615
O -0.560768 1.515855 -4.401597 -0.04 0.02 -0.02 -0.721
C -1.706223 1.498991 -4.803655 0.28 0.01 0.16 0.807
C -2.758776 0.731898 -4.082342 -0.14 0.01 -0.11 0.233
C -2.425067 0.050021 -2.921127 0.09 -0.04 0.12 -0.769
C -3.399601 -0.631395 -2.214413 -0.19 -0.10 0.03 -0.071
C -4.716352 -0.638318 -2.665629 0.10 0.08 -0.04 -0.789
C -5.053722 0.029408 -3.832075 -0.10 -0.08 0.11 -0.611
C -4.076617 0.711432 -4.546935 0.19 0.03 -0.01 -0.050
C -4.447502 1.415629 -5.802839 -0.36 -0.07 -0.12 0.611
O -5.582711 1.361402 -6.232414 0.04 0.05 0.01 -0.679
C -3.401980 2.201781 -6.514587 0.14 -0.04 0.10 0.472
C -3.740910 2.899165 -7.667146 -0.02 0.11 -0.13 -0.780
C -2.786697 3.661017 -8.319081 0.07 0.01 0.03 -0.447
C -1.489104 3.730358 -7.821494 -0.07 -0.01 -0.02 -0.612
C -1.143648 3.027293 -6.680322 0.10 0.12 -0.10 -0.776
C -2.095327 2.257218 -6.025083 -0.15 -0.01 0.00 0.248
H -1.405123 0.055915 -2.563733 0.01 0.05 -0.04 0.459
H -3.131268 -1.155391 -1.307778 0.04 0.04 0.00 0.570
H -5.479340 -1.162552 -2.104276 0.01 -0.01 -0.01 0.439
H -6.076179 0.027085 -4.185525 0.05 0.05 -0.12 0.471
H -4.751322 2.847971 -8.049525 -0.03 -0.07 0.10 0.484
H -3.052998 4.206685 -9.214967 0.00 0.00 0.01 0.416
H -0.747294 4.334382 -8.327696 -0.01 0.00 0.00 0.416
H -0.134878 3.078997 -6.293659 -0.04 -0.10 0.09 0.728
O -2.130671 4.796024 1.123121 0.01 0.02 -0.03 -0.687
C -1.988919 5.350594 0.052876 -0.03 -0.16 0.26 0.593
C -2.711539 4.870530 -1.157196 0.06 0.09 -0.12 0.216
C -3.573375 3.786349 -1.048073 -0.10 -0.12 -0.01 -0.803
C -4.276499 3.349304 -2.156525 -0.02 0.01 -0.06 -0.489
C -4.124682 3.996273 -3.379128 0.00 -0.04 0.05 -0.540
C -3.256754 5.067192 -3.498324 -0.07 -0.08 -0.13 -0.679
C -2.542666 5.505801 -2.390150 0.02 -0.03 0.17 0.218
C -1.597133 6.646372 -2.536541 0.04 0.12 -0.28 0.596
O -1.409574 7.163817 -3.618790 0.00 -0.01 0.04 -0.685
C -0.890467 7.140112 -1.322172 -0.05 -0.10 0.10 0.289
C -0.030969 8.225777 -1.429962 0.10 0.14 0.02 -0.808
C 0.609243 8.714747 -0.304488 -0.01 -0.03 0.06 -0.461
C 0.393454 8.121235 0.935275 0.02 0.03 -0.07 -0.542
C -0.451974 7.031077 1.046059 0.09 0.07 0.13 -0.509
C -1.093357 6.532892 -0.080750 -0.01 0.05 -0.15 0.220
H -3.692567 3.287294 -0.095908 0.07 0.09 0.05 0.506
H -4.947484 2.503470 -2.071299 0.02 -0.01 -0.01 0.471
H -4.682600 3.659075 -4.243598 -0.03 0.03 0.02 0.725
H -3.132618 5.564408 -4.451321 0.09 0.06 0.05 0.538
H 0.132501 8.688649 -2.393617 -0.09 -0.08 -0.05 0.485
H 1.275987 9.562978 -0.389893 0.00 0.00 0.00 0.419
H 0.888425 8.510673 1.815421 0.00 -0.01 0.00 0.411
H -0.617681 6.567077 2.008838 -0.07 -0.09 -0.06 0.496
O 7.968578 1.783504 7.044103 -0.02 0.04 0.01 -0.668
C 7.004575 2.504938 7.200958 0.22 -0.20 -0.06 0.495
C 5.650322 2.079185 6.753804 -0.04 0.12 0.04 0.286
C 5.487785 0.828985 6.169300 -0.09 -0.13 -0.06 -0.930
C 4.229127 0.401447 5.779399 0.06 0.12 0.11 -0.286
C 3.122484 1.224843 5.975285 0.16 0.10 0.11 -0.295
C 3.282165 2.477970 6.543578 -0.11 -0.10 -0.07 -0.863
C 4.544246 2.913077 6.929438 0.13 -0.02 0.02 0.413
C 4.699423 4.269921 7.521171 -0.26 0.16 0.02 0.479
O 3.748091 5.016891 7.625503 0.04 -0.01 0.00 -0.669
C 6.050778 4.688406 7.988340 0.07 -0.12 -0.04 0.176
C 6.210673 5.936609 8.576095 0.05 0.15 0.09 -0.532
C 7.453963 6.326525 9.042766 0.05 -0.05 -0.01 -0.475
C 8.544326 5.470290 8.924714 -0.06 0.05 0.00 -0.463
C 8.392964 4.230758 8.327994 0.15 0.07 0.06 -0.566
C 7.148617 3.836302 7.853366 -0.13 0.05 0.01 0.202
H 6.347781 0.189535 6.023182 0.07 0.08 0.07 0.485
H 4.105370 -0.571264 5.327260 -0.06 0.01 -0.01 0.442
H 2.140132 0.888157 5.681576 0.01 -0.03 -0.01 0.505
H 2.424628 3.120450 6.691151 0.08 0.09 0.04 0.487
H 5.361099 6.599020 8.671009 -0.07 -0.10 -0.05 0.471
H 7.575912 7.298137 9.503730 0.00 -0.01 0.00 0.398
H 9.513752 5.773686 9.298271 0.00 0.00 -0.01 0.399
H 9.240559 3.565819 8.232786 -0.08 -0.08 -0.07 0.470
```
Positions in Å, forces in eV/Å.


[2]
This record from the Open Molecules 2025 dataset describes a cluster of 2 separate species, C4H13N2 in total at a distorted geometry. The level of theory is the ωB97M-V functional and the def2-TZVPD basis.

Properties
Electronic energy   -7326.9101 eV
Energy above the lowest of the compared OMol25 structures with the same formula, charge and spin   151.7 kcal per mole
Charge   +1
HOMO   -14.72 eV
LUMO   -0.328 hartree
Spin multiplicity   1
Kohn-Sham gap   5.8 eV

Structure (XYZ):
```
19
Properties=species:S:1:pos:R:3:forces:R:3:nbo_charge:R:1
C 1.659250 -1.580564 -1.170438 3.43 -0.09 0.97 -0.182
N 2.231490 -1.409241 0.167580 -1.12 1.12 -1.15 -0.644
C 0.256184 -0.926718 -1.114837 -2.28 1.50 0.09 -0.350
N 0.430127 0.346243 -0.500674 1.12 -1.47 -0.86 -0.132
C -1.590960 2.149347 1.129352 -0.94 -0.07 -0.80 -0.586
C -2.788744 1.201927 1.352888 0.20 -0.24 0.60 -0.618
H 2.254639 -1.019740 -1.964008 -1.05 -0.52 0.78 0.241
H 1.729368 -2.651826 -1.379740 -0.63 0.22 -0.38 0.253
H 3.179335 -1.704213 0.355850 -0.04 -0.27 -0.08 0.420
H 1.928976 -0.528950 0.589156 0.42 -0.31 0.31 0.398
H -0.199016 -0.924771 -2.106151 0.41 0.22 -0.25 0.260
H -0.377903 -1.543569 -0.476042 0.27 -0.15 0.39 0.284
H -1.912513 2.952594 0.435337 0.54 -0.28 0.41 0.219
H 0.613546 1.070210 -1.228155 -0.39 -0.18 0.28 0.369
H -1.292340 2.585316 2.076277 0.41 0.05 -0.02 0.231
H -0.710108 1.595144 0.677390 -0.70 0.48 0.33 0.194
H -3.453468 1.546538 2.213214 1.00 -0.70 -1.10 0.238
H -3.401985 1.080253 0.471142 -0.29 0.42 -0.30 0.209
H -2.392926 0.179520 1.478404 -0.36 0.29 0.77 0.195
```
Positions in Å, forces in eV/Å.


[3]
This record from the Open Molecules 2025 dataset describes an isolated molecule of C5H14N2S at a distorted geometry. The level of theory is the ωB97M-V functional and the def2-TZVPD basis.

Properties
Electronic energy   -19226.8346 eV
Energy above the lowest of the compared OMol25 structures with the same formula, charge and spin   10.7 kcal per mole
HOMO   -8.78 eV
LUMO   0.030 hartree
Spin multiplicity   1
Kohn-Sham gap   9.6 eV
Structure (SMILES)   C[C@@H](N)CNCCS

Structure (XYZ):
```
22
Properties=species:S:1:pos:R:3:forces:R:3:nbo_charge:R:1
C 0.940199 -3.244079 -1.030391 -0.06 -0.69 0.17 -0.606
C 0.331101 -1.842998 -1.073273 0.13 -0.43 -0.32 -0.072
N -1.113790 -1.957998 -0.930238 -0.22 -0.15 -0.16 -0.851
C 1.002717 -0.953319 -0.038502 0.14 0.08 0.90 -0.218
N 1.018834 0.471346 -0.369399 -0.18 -0.85 -0.24 -0.629
C 1.202979 1.332699 0.781252 -0.46 -0.17 0.08 -0.229
C -0.057103 1.874662 1.521586 -0.41 -0.09 -1.52 -0.514
S -1.604509 1.914908 0.505724 0.01 -0.45 0.12 -0.068
H 2.017238 -3.258567 -1.159918 0.23 0.27 -0.05 0.205
H 0.741149 -3.793965 -0.100807 -0.09 0.42 0.12 0.200
H 0.522805 -3.888093 -1.800126 -0.17 0.16 -0.23 0.219
H 0.516052 -1.462596 -2.085871 0.07 0.18 0.19 0.195
H -1.672027 -1.239035 -1.375054 0.27 0.02 0.31 0.370
H -1.393743 -2.103644 0.032010 -0.07 0.19 -0.13 0.358
H 2.025787 -1.269282 0.158935 0.27 -0.07 -0.32 0.185
H 0.508050 -1.149346 0.937774 -0.19 0.09 -0.25 0.151
H 0.162743 0.638131 -0.879894 -0.06 0.45 0.13 0.355
H 1.831372 2.165370 0.487098 0.09 0.26 0.07 0.195
H 1.731906 0.734840 1.523894 0.35 0.20 -0.03 0.199
H -0.277643 1.265769 2.389799 -0.19 0.27 0.22 0.221
H 0.040715 2.928815 1.706434 0.55 0.15 0.88 0.223
H -1.033057 2.263257 -0.654931 -0.01 0.18 0.06 0.111
```
Positions in Å, forces in eV/Å.


> What is the formula in the third record?

C5H14N2S


Copy entry 2 word for word.
This record from the Open Molecules 2025 dataset describes a cluster of 2 separate species, C4H13N2 in total at a distorted geometry. The level of theory is the ωB97M-V functional and the def2-TZVPD basis.

Properties
Electronic energy   -7326.9101 eV
Energy above the lowest of the compared OMol25 structures with the same formula, charge and spin   151.7 kcal per mole
Charge   +1
HOMO   -14.72 eV
LUMO   -0.328 hartree
Spin multiplicity   1
Kohn-Sham gap   5.8 eV

Structure (XYZ):
```
19
Properties=species:S:1:pos:R:3:forces:R:3:nbo_charge:R:1
C 1.659250 -1.580564 -1.170438 3.43 -0.09 0.97 -0.182
N 2.231490 -1.409241 0.167580 -1.12 1.12 -1.15 -0.644
C 0.256184 -0.926718 -1.114837 -2.28 1.50 0.09 -0.350
N 0.430127 0.346243 -0.500674 1.12 -1.47 -0.86 -0.132
C -1.590960 2.149347 1.129352 -0.94 -0.07 -0.80 -0.586
C -2.788744 1.201927 1.352888 0.20 -0.24 0.60 -0.618
H 2.254639 -1.019740 -1.964008 -1.05 -0.52 0.78 0.241
H 1.729368 -2.651826 -1.379740 -0.63 0.22 -0.38 0.253
H 3.179335 -1.704213 0.355850 -0.04 -0.27 -0.08 0.420
H 1.928976 -0.528950 0.589156 0.42 -0.31 0.31 0.398
H -0.199016 -0.924771 -2.106151 0.41 0.22 -0.25 0.260
H -0.377903 -1.543569 -0.476042 0.27 -0.15 0.39 0.284
H -1.912513 2.952594 0.435337 0.54 -0.28 0.41 0.219
H 0.613546 1.070210 -1.228155 -0.39 -0.18 0.28 0.369
H -1.292340 2.585316 2.076277 0.41 0.05 -0.02 0.231
H -0.710108 1.595144 0.677390 -0.70 0.48 0.33 0.194
H -3.453468 1.546538 2.213214 1.00 -0.70 -1.10 0.238
H -3.401985 1.080253 0.471142 -0.29 0.42 -0.30 0.209
H -2.392926 0.179520 1.478404 -0.36 0.29 0.77 0.195
```
Positions in Å, forces in eV/Å.